# 1
ORCA calculation (ωB97M-V with the def2-TZVPD basis set) on a structure of composition C6H5N3O at a distorted geometry.

The geometry in ORCA input format:
```
! RIJCOSX wB97M-V def2-TZVPD def2/J DEFGRID3
* xyz 0 1
C -0.765 -0.587 1.022
C 0.639 0.303 -0.215
C 1.837 0.955 -0.632
C 2.045 2.117 -1.183
C -1.242 -0.853 -0.324
C -2.438 -1.448 -0.817
H -0.578 -0.946 2.639
H -2.029 -1.789 2.032
H 3.015 0.393 -0.330
H 0.908 2.468 -1.653
H 3.176 2.390 -1.517
N -1.363 -0.918 2.198
N -0.233 -0.180 -1.128
N -3.378 -1.954 -1.045
O 0.406 0.050 0.952
*
```

Results
ΔE to the lowest compared entry with this formula, charge and spin: 5.238 eV
Lowest unoccupied orbital energy: 0.430 eV

***

# 2
ORCA calculation (ωB97M-V with the def2-TZVPD basis set) on an isolated molecule of C3H4S at a distorted geometry.

The geometry in ORCA input format:
```
! RIJCOSX wB97M-V def2-TZVPD def2/J DEFGRID3
* xyz 0 1
C -1.322 -0.094 0.201
C -0.171 0.523 -0.027
C 1.211 -0.124 -0.158
S 2.958 0.007 0.064
H -2.404 0.228 0.348
H -1.179 -1.132 0.221
H -0.064 1.701 -0.015
H 0.970 -1.110 -0.634
*
```

Results
ΔE to the lowest compared entry with this formula, charge and spin: 1.433 eV
Lowest unoccupied orbital energy: -1.141 eV

***

Which value of lowest unoccupied orbital energy does entry 2 give?
-1.141 eV